No. 1
Molecular formula: C5H11NO
Method: DFT, ωB97M-V/def2-TZVPD

```
! wB97M-V def2-TZVPD RIJCOSX def2/J DEFGRID3
* xyz 0 1
C 1.31 1.54 2.16
C -1.41 0.06 0.86
N -0.37 -0.34 0.20
C 0.75 -1.03 0.00
C 0.29 -0.15 -1.09
C -0.45 -0.65 -2.32
O -0.86 -1.99 -2.22
H 0.79 1.31 3.09
H 0.74 2.29 1.60
H 2.31 1.92 2.38
H -1.65 -0.39 1.82
H -1.95 0.93 0.49
H 1.40 0.63 1.56
H 0.91 -2.10 0.09
H 0.76 0.83 -1.21
H -1.29 0.02 -2.58
H 0.26 -0.61 -3.16
H -1.48 -2.05 -1.47
*
```

## Properties
- energy relative to the best compared isomer or geometry (same formula, charge and spin) (kJ/mol) = 473.5

=====

No. 2
Molecular formula: C5H11NO
Method: DFT, ωB97M-V/def2-TZVPD

```
! wB97M-V def2-TZVPD RIJCOSX def2/J DEFGRID3
* xyz 0 1
C 2.16 0.10 0.67
C 0.79 0.20 1.34
N -0.36 -0.45 0.68
C -0.12 -1.31 -0.33
C -0.75 0.51 -0.81
O 0.02 1.43 -1.02
C -2.27 0.54 -0.78
H 2.89 0.66 1.27
H 2.13 0.55 -0.33
H 2.53 -0.93 0.59
H 0.52 1.26 1.40
H 0.85 -0.18 2.37
H 0.89 -1.59 -0.66
H -0.90 -2.04 -0.57
H -0.48 -0.46 -1.53
H -2.54 1.37 -0.13
H -2.68 -0.38 -0.38
H -2.68 0.72 -1.79
*
```

## Properties
- energy relative to the best compared isomer or geometry (same formula, charge and spin) (kJ/mol) = 423.0

=====

No. 3
Molecular formula: C5H11NO
Method: DFT, ωB97M-V/def2-TZVPD

```
! wB97M-V def2-TZVPD RIJCOSX def2/J DEFGRID3
* xyz 0 1
C -1.63 -0.78 -2.21
N -0.46 -0.37 -1.47
C -0.55 0.09 -0.19
O -1.61 0.43 0.31
C 0.76 0.11 0.59
C 1.27 1.54 0.79
C 0.52 -0.59 1.92
H -1.95 -1.79 -1.92
H -1.42 -0.76 -3.28
H -2.44 -0.09 -1.98
H 0.44 -0.69 -1.79
H 1.52 -0.45 0.01
H 0.53 2.12 1.35
H 1.45 2.04 -0.17
H 2.21 1.52 1.35
H 1.44 -0.63 2.52
H -0.25 -0.05 2.48
H 0.17 -1.62 1.77
*
```

## Properties
- energy relative to the best compared isomer or geometry (same formula, charge and spin) (kJ/mol) = 10.9
- structure (SMILES) = CNC(=O)C(C)C

=====

| no. | gap between HOMO and LUMO (Ha) |
| --- | --- |
| 1 | 0.305 |
| 2 | 0.341 |
| 3 | 0.383 |